{
  "formula": "C5H13N2S",
  "method": "ωB97M-V with the def2-TZVPD basis set",
  "symbols": ["C", "C", "C", "C", "C", "N", "N", "S", "H", "H", "H", "H", "H", "H", "H", "H", "H", "H", "H", "H", "H"],
  "coordinates": [[1.379254, -0.844623, 0.309395], [0.298446, -0.490819, 1.336221], [-0.149644, -0.247477, -2.615535], [-1.897546, 1.366400, 0.539938], [-0.111768, 0.232282, -1.237649], [0.116545, -1.256260, 2.443539], [2.598587, -0.349129, 0.434195], [-1.366615, -0.315324, -0.093629], [1.280424, -1.761037, -0.047424], [0.220114, 0.560986, 1.536895], [0.031285, -1.338983, -2.720065], [0.625877, 0.122120, -3.444709], [-1.068573, -0.212953, -3.117678], [-1.304055, 1.592651, 1.438224], [-2.948165, 1.451089, 0.663143], [-1.710333, 2.129193, -0.287444], [0.277076, 1.247749, -1.168617], [0.347342, -2.239057, 2.505160], [-0.288533, -0.887305, 3.278315], [3.247413, -0.629106, -0.408350], [2.820050, 0.597874, 0.735280]],
  "atomic_forces_ev_per_a": [[-3.3, 4.9, 0.2], [-0.5, -0.6, 0.2], [2.5, -2.0, -3.0], [0.9, 0.5, -1.6], [2.2, -0.9, 1.7], [0.6, 0.0, -0.6], [3.5, -0.3, -2.4], [1.1, 1.9, 0.3], [-0.2, -4.0, -1.9], [0.2, 0.3, 0.1], [0.1, 0.2, 0.5], [-1.4, 0.0, 2.4], [-1.8, 0.7, -0.6], [-0.6, 0.1, -0.3], [-0.9, -0.4, 0.7], [0.3, -1.1, 1.1], [-0.6, 0.0, 0.7], [0.0, 0.2, -0.4], [-0.2, 0.4, 0.2], [-1.5, 0.6, 2.5], [-0.6, -0.3, 0.0]],
  "lowdin_charge": [-0.19, -0.34, -0.20, -0.26, -0.49, 0.12, 0.10, 1.05, 0.08, 0.09, 0.07, 0.14, 0.04, 0.04, 0.03, 0.09, 0.08, 0.13, 0.11, 0.19, 0.12],
  "e_tot_ev": -19200.8945,
  "charge": 1,
  "molar_mass_g_mol": 133.24,
  "gap_ev": 7.187,
  "relative_energy_kj_mol": 383.57,
  "e_homo_ev": -11.177
}